A molecular structure, C18H41N5O9Y. Source: the OMol25 dataset; level of theory: ωB97M-V/def2-TZVPD.

- frontier orbital gap (eV) = 8.2
- lowest unoccupied orbital energy (eV) = -1.67
- E_HOMO (eV) = -9.8
- ΔE to the lowest compared entry with this formula, charge and spin (kJ/mol) = 308.0

Structure (ORCA input):
```
! wB97M-V def2-TZVPD RIJCOSX def2/J DEFGRID3
* xyz 1 1
Y 0.12287 0.33563 -0.45070
O 3.11350 3.19353 -0.11835
C 2.26243 2.27549 -0.15672
O 1.19512 2.38354 -0.78408
O 2.51773 1.12888 0.14668
H 3.69813 2.72668 0.48320
C -2.71117 -2.97565 0.78160
C -2.72080 -2.05593 -0.41367
O -1.47824 -1.37814 -0.72321
H -3.72972 -3.30052 0.99399
H -2.41970 -2.42332 1.67496
H -1.99481 -3.79697 0.76256
H -3.51369 -1.34599 -0.17826
H -3.01679 -2.67169 -1.26298
C 1.37642 -0.54189 -3.68816
O 1.09018 -0.44266 -2.46414
N 2.69134 -0.40085 -4.04880
C 3.14274 -0.58050 -5.45826
C 3.75983 0.09705 -3.14945
H 0.67553 -0.58632 -4.53608
H 3.69438 -1.52018 -5.43017
H 3.77848 0.25578 -5.74908
H 2.32201 -0.68019 -6.16859
H 3.97065 1.15030 -3.33473
H 3.51468 0.09889 -2.08738
H 4.66693 -0.49472 -3.27222
C -2.39348 2.29060 1.21622
O -1.55100 1.57664 0.66752
N -3.35598 1.85375 2.12062
C -4.15333 2.71929 2.88658
C -3.33087 0.39631 2.36142
H -2.42633 3.37399 1.02287
H -4.26999 3.69913 2.42354
H -3.74727 2.81902 3.89319
H -5.15346 2.30231 3.00477
H -4.30176 -0.08104 2.22874
H -2.56289 -0.19519 1.86299
H -3.21207 0.43902 3.44408
C -2.08622 1.99845 -2.86387
O -1.33033 1.45509 -2.03401
N -3.46643 1.79512 -2.95790
C -4.30659 2.57005 -3.85086
C -4.13814 0.76498 -2.17746
H -1.74061 2.86348 -3.45080
H -3.94774 3.56841 -4.10105
H -5.24783 2.80807 -3.35537
H -4.31939 2.00546 -4.78316
H -3.40675 0.49735 -1.41487
H -5.08901 1.07684 -1.74539
H -4.21426 -0.05849 -2.88755
C 2.19998 -2.55221 -0.01089
O 1.55785 -1.49194 -0.03113
N 3.43261 -2.78214 0.55231
C 3.86213 -4.16041 0.59153
C 4.40037 -1.75426 1.02470
H 1.84094 -3.39900 -0.61609
H 3.28327 -4.86341 -0.00748
H 3.83680 -4.51232 1.62285
H 4.91275 -4.21699 0.30678
H 4.49245 -1.86800 2.10484
H 5.41189 -1.72116 0.61995
H 4.00968 -0.73719 0.99252
C 0.36259 -0.20052 2.96953
O 0.37502 0.28247 1.84011
N 1.14831 0.13284 3.94519
C 0.97916 -0.37115 5.32439
C 2.05115 1.23744 3.93176
H -0.29631 -1.04825 3.21329
H 0.33197 -1.24419 5.24050
H 0.58561 0.27946 6.10538
H 1.97671 -0.62844 5.68047
H 2.41183 1.59447 4.89640
H 2.98499 0.97251 3.43593
H 1.59160 2.06354 3.38910
*
```



A molecular structure, C4H4O4. Source: the OMol25 dataset; level of theory: ωB97M-V/def2-TZVPD.

- frontier orbital gap (eV) = 9.6
- lowest unoccupied orbital energy (eV) = -0.50
- E_HOMO (eV) = -10.1
- ΔE to the lowest compared entry with this formula, charge and spin (kJ/mol) = 704.7

Structure (ORCA input):
```
! wB97M-V def2-TZVPD RIJCOSX def2/J DEFGRID3
* xyz 0 1
C -1.67407 0.29731 0.07587
C -0.38885 -0.62631 0.13932
C 0.71555 0.18483 -0.43617
C 1.97309 0.44762 0.29902
H -2.74387 -1.39823 0.37486
H 0.47719 0.97556 -1.16429
H 2.43561 1.55777 -0.03408
H 2.40504 -0.04685 1.48170
O -2.92755 -0.48185 -0.46294
O -1.45686 1.55478 0.07690
O -0.56786 -1.69588 0.32229
O 1.75258 -0.76875 -0.67248
*
```



Question: The highest frontier orbital gap belongs to which entry?
Answer: C4H4O4



Question: Which formula does entry 2 have?
Answer: C4H4O4



Question: Number 1 is which compound?
Answer: C18H41N5O9Y